No. 1
ORCA calculation (the ωB97M-V functional and the def2-TZVPD basis) on a cluster of 2 separate species, ClFHP in total at a distorted geometry.

E	-901.935681	a.u.
energy relative to the best compared isomer or geometry (same formula, charge and spin)	2.810	eV
lowest unoccupied orbital energy (spin up / spin down)	-0.089 / -0.121	Ha

XYZ file:
```
4
ClFHP the ωB97M-V functional and the def2-TZVPD basis
F 0.112 1.810 0.638
P 0.059 1.037 -0.737
Cl 2.969 0.199 0.118
H -0.934 0.097 -0.455
```

Here are the natural (NBO) charges for atoms 1 to 2, given in e:
1 F -0.5540
2 P 1.0571



No. 2
ORCA calculation (the ωB97M-V functional and the def2-TZVPD basis) on the ion C5H15N3 with charge +2 at a distorted geometry.

charge	+2
E	-363.073360	a.u.
energy relative to the best compared isomer or geometry (same formula, charge and spin)	3.830	eV
structure (SMILES)	C[NH2+]C(C)(C)C(N)=[NH2+]
lowest unoccupied orbital energy	-0.273	Ha

XYZ file:
```
23
C5H15N3 the ωB97M-V functional and the def2-TZVPD basis
C 0.568 -2.218 0.158
N 0.036 -1.172 0.992
C -0.481 0.061 0.275
C -1.139 0.938 1.341
C -1.367 -0.262 -0.843
C 0.884 1.030 -0.592
N 1.572 1.906 0.051
N 0.995 0.847 -1.905
H 1.491 -1.818 -0.167
H 0.861 -3.051 0.633
H -0.079 -2.652 -0.526
H -0.760 -1.454 1.489
H 0.749 -0.902 1.846
H -0.320 1.450 2.032
H -1.800 0.394 1.994
H -1.566 1.817 0.952
H -2.216 -0.831 -0.435
H -1.053 -1.033 -1.633
H -1.759 0.682 -1.497
H 1.444 2.006 1.130
H 2.180 2.660 -0.468
H 0.127 0.400 -2.235
H 1.633 1.201 -2.592
```

Here are the natural (NBO) charges for atoms 1 to 2, given in e:
1 C -0.4414
2 N -0.5208



No. 3
ORCA calculation (the ωB97M-V functional and the def2-TZVPD basis) on a structure of composition C34H40N9O4S3Ti at a distorted geometry.

2S+1	2
charge	+2
E	-4157.046025	a.u.
energy relative to the best compared isomer or geometry (same formula, charge and spin)	0.892	eV
⟨S²⟩	0.753
lowest unoccupied orbital energy (spin up / spin down)	-0.206 / -0.206	Ha

XYZ file:
```
91
C34H40N9O4S3Ti the ωB97M-V functional and the def2-TZVPD basis
Ti 0.240 -0.075 -0.730
N 0.050 2.011 -4.598
C 0.217 1.289 -3.483
S -0.533 1.874 -2.027
N 0.976 0.200 -3.641
N 1.077 -0.532 -2.520
C 1.615 -1.702 -2.579
C 1.900 -2.379 -1.311
C 2.626 -3.561 -1.249
C 3.044 -4.024 -0.013
C 2.739 -3.292 1.126
C 1.967 -2.155 0.984
N 1.543 -1.713 -0.196
H -0.631 2.751 -4.604
H 0.320 1.596 -5.475
H 1.896 -2.125 -3.538
H 2.867 -4.091 -2.161
H 3.616 -4.940 0.061
H 3.074 -3.610 2.103
H 1.673 -1.559 1.841
N -2.132 -2.407 3.146
C -2.145 -0.989 2.630
C -3.579 -0.534 2.460
C -3.596 0.823 1.754
N -3.098 0.655 0.392
C -2.722 1.796 2.536
C -1.294 1.310 2.831
N -0.466 1.206 1.583
C -1.356 -0.057 3.520
H -2.170 -3.035 2.329
H -2.922 -2.595 3.765
H -1.271 -2.621 3.649
H -1.672 -1.039 1.650
H -4.054 -0.432 3.442
H -4.151 -1.266 1.881
H -4.625 1.200 1.774
H -3.038 1.547 -0.089
H -3.748 0.114 -0.168
H -3.208 1.981 3.497
H -2.680 2.761 2.022
H -0.839 2.037 3.510
H 0.508 1.337 1.833
H -0.704 1.987 0.978
H -1.843 0.051 4.495
H -0.341 -0.434 3.687
O -1.440 -1.357 -3.713
S -2.277 -1.291 -2.553
O -3.105 -0.145 -2.345
N -1.312 -1.566 -1.143
C -1.604 -2.765 -0.636
S -1.027 -3.407 0.802
C -2.629 -3.526 -1.401
C -3.081 -4.819 -1.177
C -4.060 -5.324 -2.020
C -4.592 -4.552 -3.053
C -4.144 -3.258 -3.279
C -3.165 -2.785 -2.428
H -2.670 -5.410 -0.371
H -4.420 -6.333 -1.874
H -5.360 -4.968 -3.691
H -4.546 -2.649 -4.077
C 5.453 -2.012 -4.994
O 5.041 -1.315 -3.812
C 4.639 -0.024 -3.942
C 4.543 0.661 -5.142
C 4.127 1.984 -5.134
C 3.806 2.631 -3.948
C 3.900 1.956 -2.745
C 4.320 0.633 -2.744
N 4.535 -0.168 -1.584
C 4.435 0.064 -0.323
C 3.964 1.308 0.283
C 4.947 2.103 0.882
C 4.642 3.355 1.379
C 3.333 3.811 1.290
C 2.341 3.010 0.753
C 2.625 1.731 0.267
O 1.634 0.955 -0.154
H 4.625 -2.088 -5.699
H 5.751 -3.002 -4.667
H 6.300 -1.507 -5.457
H 4.791 0.177 -6.074
H 4.057 2.517 -6.073
H 3.485 3.662 -3.957
H 3.664 2.469 -1.827
H 4.913 -1.077 -1.851
H 4.823 -0.730 0.309
H 5.970 1.745 0.912
H 5.417 3.971 1.812
H 3.080 4.799 1.651
H 1.326 3.374 0.672
```

Here are the Mulliken charges for atoms 1 to 2, given in e:
1 Ti 0.4835
2 N -0.4481



No. 4
ORCA calculation (the ωB97M-V functional and the def2-TZVPD basis) on a cluster of 9 separate species, C9H36O9 in total at a distorted geometry.

E	-1041.450380	a.u.
energy relative to the best compared isomer or geometry (same formula, charge and spin)	5.998	eV
structure (SMILES)	CO.CO.CO.CO.CO.CO.CO.CO.CO
lowest unoccupied orbital energy	0.014	Ha

XYZ file:
```
54
C9H36O9 the ωB97M-V functional and the def2-TZVPD basis
C 9.080 8.392 -9.851
O 8.742 8.847 -11.146
H 9.113 9.225 -9.148
H 8.251 7.776 -9.505
H 10.012 7.829 -9.810
H 7.840 9.176 -11.161
C 10.895 12.487 -14.996
O 10.800 11.235 -15.520
H 11.942 12.756 -14.862
H 10.429 13.238 -15.634
H 10.494 12.429 -13.984
H 9.879 11.066 -15.730
C 6.894 6.945 -17.279
O 7.801 7.937 -17.536
H 7.392 6.064 -16.874
H 6.094 7.203 -16.586
H 6.407 6.550 -18.171
H 8.510 7.662 -18.123
C 7.348 14.576 -13.188
O 8.067 15.087 -12.062
H 6.494 15.165 -13.521
H 8.033 14.460 -14.028
H 7.030 13.545 -13.032
H 8.699 14.400 -11.839
C 8.031 14.412 -17.021
O 7.127 15.298 -16.367
H 7.899 13.484 -16.464
H 7.710 14.253 -18.050
H 9.082 14.657 -16.865
H 7.492 16.170 -16.536
C 9.224 11.868 -10.852
O 9.690 13.142 -11.222
H 9.158 11.181 -11.695
H 9.872 11.414 -10.102
H 8.275 11.956 -10.324
H 10.252 13.450 -10.507
C 7.734 10.641 -14.717
O 8.320 10.356 -16.027
H 7.936 9.831 -14.016
H 8.091 11.602 -14.347
H 6.672 10.670 -14.958
H 8.019 9.490 -16.313
C 2.793 11.627 -15.071
O 2.848 12.851 -14.375
H 3.774 11.240 -15.347
H 2.324 10.948 -14.359
H 2.107 11.606 -15.918
H 3.526 13.400 -14.777
C 7.884 6.068 -12.957
O 7.024 5.152 -12.271
H 8.712 6.289 -12.284
H 8.270 5.585 -13.855
H 7.412 6.972 -13.342
H 7.180 4.255 -12.575
```

Here are the natural (NBO) charges for atoms 1 to 2, given in e:
1 C -0.2471
2 O -0.7344



No. 5
ORCA calculation (the ωB97M-V functional and the def2-TZVPD basis) on a structure of composition C22H30CoO2Si at a distorted geometry.

2S+1	4
E	-2678.714216	a.u.
energy relative to the best compared isomer or geometry (same formula, charge and spin)	5.176	eV
⟨S²⟩	3.787
lowest unoccupied orbital energy (spin up / spin down)	0.008 / 0.000	Ha

XYZ file:
```
56
C22H30CoO2Si the ωB97M-V functional and the def2-TZVPD basis
C 0.968 2.334 1.718
C -0.078 2.346 0.749
C -1.322 2.285 1.430
H 0.066 2.446 -0.327
C -1.060 2.183 2.827
C 0.362 2.207 3.013
H 0.878 2.149 3.966
H 2.034 2.417 1.524
H -2.305 2.380 0.964
H -1.812 2.158 3.615
Co -0.168 0.640 1.916
C -1.313 -2.146 -2.541
H -2.331 -1.847 -2.250
H -1.466 -2.782 -3.448
H -0.672 -1.392 -3.159
Si -0.373 -0.849 -1.447
C 1.460 -0.689 -1.541
C 2.155 0.523 -1.434
H 1.671 1.387 -0.966
C 3.458 0.598 -1.939
H 3.972 1.553 -1.923
C 4.083 -0.528 -2.491
H 5.052 -0.436 -2.989
C 3.439 -1.767 -2.416
H 3.915 -2.659 -2.831
C 2.165 -1.870 -1.837
H 1.699 -2.848 -1.645
C -1.336 0.703 -1.735
C -0.868 1.432 -2.845
H 0.179 1.340 -3.174
C -1.776 2.197 -3.586
H -1.444 2.631 -4.531
C -3.099 2.325 -3.153
H -3.820 2.865 -3.762
C -3.518 1.724 -1.958
H -4.551 1.841 -1.615
C -2.640 0.912 -1.229
H -2.961 0.400 -0.305
H -0.510 -1.198 -0.012
H -0.808 -2.857 -1.811
C -2.241 -0.818 3.547
O -1.280 -0.988 2.470
C -0.634 -2.294 2.411
C 0.872 -2.163 2.332
O 1.255 -0.826 1.930
C 2.620 -0.518 2.252
H -1.694 -0.527 4.454
H -2.771 -1.766 3.699
H -2.923 -0.008 3.264
H -0.893 -2.846 3.317
H -1.051 -2.814 1.538
H 1.303 -2.391 3.319
H 1.280 -2.865 1.597
H 2.942 0.291 1.593
H 2.648 -0.162 3.289
H 3.243 -1.416 2.164
```

Here are the natural (NBO) charges for atoms 1 to 2, given in e:
1 C -0.3817
2 C -0.3777



No. 6
ORCA calculation (the ωB97M-V functional and the def2-TZVPD basis) on an isolated molecule of C17H23NO4.

E	-1017.338827	a.u.
energy relative to the best compared isomer or geometry (same formula, charge and spin)	1.199	eV
structure (SMILES)	COc1ccccc1NC(=O)[C@@H](C)OC(=O)CC1CCCC1
lowest unoccupied orbital energy	0.033	Ha

XYZ file:
```
45
C17H23NO4 the ωB97M-V functional and the def2-TZVPD basis
C 4.880 1.230 -0.285
O 3.585 1.025 0.222
C 3.091 -0.237 0.255
C 3.828 -1.389 0.002
C 3.255 -2.641 0.150
C 1.943 -2.770 0.565
C 1.190 -1.632 0.796
C 1.741 -0.373 0.622
N 0.937 0.767 0.825
C 0.815 1.775 -0.072
O 1.410 1.857 -1.119
C -0.242 2.820 0.363
C -0.027 4.140 -0.353
O -1.538 2.318 -0.014
C -2.139 1.442 0.781
O -1.678 1.064 1.836
C -3.440 0.968 0.189
C -3.311 -0.470 -0.342
C -3.090 -1.524 0.745
C -2.566 -2.750 -0.012
C -1.978 -2.219 -1.335
C -2.119 -0.695 -1.275
H 5.641 0.770 0.356
H 5.022 2.309 -0.295
H 4.976 0.845 -1.304
H 4.861 -1.317 -0.301
H 3.850 -3.520 -0.050
H 1.504 -3.746 0.697
H 0.159 -1.711 1.108
H 0.240 0.702 1.561
H -0.220 2.941 1.454
H -0.852 4.818 -0.150
H 0.903 4.586 -0.015
H 0.040 3.958 -1.422
H -4.207 0.992 0.964
H -3.714 1.639 -0.624
H -4.234 -0.706 -0.882
H -4.003 -1.741 1.298
H -2.347 -1.161 1.455
H -1.819 -3.286 0.572
H -3.381 -3.445 -0.215
H -2.541 -2.614 -2.181
H -0.937 -2.512 -1.464
H -1.218 -0.257 -0.845
H -2.269 -0.252 -2.259
```

Here are the natural (NBO) charges for atoms 1 to 2, given in e:
1 C -0.2496
2 O -0.4980